The following is a quantum chemistry calculation of the molecule C5H10O, from OMol25.

The geometry in XYZ format:
```
16
Properties=species:S:1:pos:R:3
H 0.07 -1.14 1.71
H 2.15 -1.13 -0.96
H 3.00 0.29 -0.29
C -0.70 -0.47 1.30
H -0.69 0.46 1.87
H -1.67 -0.96 1.45
H -1.68 1.61 -0.23
H -0.43 -1.15 -0.72
H -2.57 0.14 -0.65
H 2.11 -0.83 0.78
O 0.94 1.68 -0.67
C 2.11 -0.34 -0.20
C 0.87 0.50 -0.39
C -1.61 0.66 -0.76
C -0.48 -0.19 -0.20
H -1.46 0.88 -1.82
```

Its charge is 0. The relative energy (zero: lowest compared OMol25 entry of this formula, charge and spin) is 0.1 kcal/mol. The SMILES is CC(=O)C(C)C. Its orbital gap is 10.52 eV. As for the total energy: -7394.761 eV. The value obtained for the HOMO energy is -9.54 eV.